# 1
Computed, not measured: a structure of composition C30H29N6O4Os in a non-equilibrium geometry, with ωB97M-V with the def2-TZVPD basis set.

Geometry (Å):
Os -0.36 2.70 -1.60
O -0.44 6.49 -0.51
C -0.76 5.39 -0.79
O 0.06 4.52 -1.48
C -2.07 4.74 -0.49
C -3.09 5.46 0.13
C -4.30 4.84 0.30
C -4.49 3.54 -0.20
C -5.76 2.89 -0.11
C -5.94 1.67 -0.67
C -4.88 1.03 -1.34
C -3.64 1.60 -1.42
C -3.42 2.87 -0.84
N -2.19 3.48 -0.92
H -2.89 6.47 0.44
H -5.12 5.35 0.78
H -6.57 3.41 0.38
H -6.91 1.19 -0.62
H -5.06 0.07 -1.82
H -2.85 1.12 -1.96
C 0.60 -6.74 6.97
O 0.03 -5.65 6.22
C 0.19 -5.58 4.93
C -0.46 -4.47 4.30
C -0.38 -4.31 2.96
C 0.38 -5.23 2.19
C 1.02 -6.33 2.81
C 0.94 -6.50 4.16
N 0.51 -5.17 0.84
N 0.03 -4.37 0.07
C -0.09 -3.07 -0.25
C -1.23 -2.68 -0.95
C -1.40 -1.37 -1.36
C -0.41 -0.43 -1.14
O -0.62 0.84 -1.51
C 0.82 -0.80 -0.50
N 1.80 0.13 -0.40
C 2.91 -0.22 0.22
C 3.15 -1.50 0.75
C 2.18 -2.45 0.61
C 0.97 -2.12 -0.02
H 0.30 -6.56 8.00
H 1.69 -6.72 6.89
H 0.20 -7.69 6.62
H -1.03 -3.81 4.93
H -0.90 -3.49 2.47
H 1.57 -7.02 2.19
H 1.42 -7.34 4.64
H -2.00 -3.42 -1.16
H -2.31 -1.07 -1.87
H 3.68 0.54 0.32
H 4.09 -1.71 1.25
H 2.36 -3.46 0.98
N 4.04 3.52 -3.72
C 3.06 2.68 -4.50
C 1.67 2.81 -3.88
N 1.64 2.47 -2.43
C 2.65 3.25 -1.69
C 4.05 3.12 -2.27
H 3.80 4.51 -3.80
H 4.98 3.42 -4.12
H 3.43 1.66 -4.47
H 3.05 3.02 -5.53
H 0.99 2.15 -4.42
H 1.30 3.83 -3.98
H 1.85 1.48 -2.27
H 2.66 2.91 -0.66
H 2.33 4.30 -1.69
H 4.41 2.09 -2.24
H 4.75 3.76 -1.74

The calculation puts the gap between HOMO and LUMO (spin up / spin down) at 0.1680 / 0.1688 Eh. Its total charge is +3.

# 2
Computed, not measured: a structure of composition C30H29N8O5SSeTc, with ωB97M-V with the def2-TZVPD basis set.

Geometry (Å):
Tc -0.58 -0.60 -0.36
O -0.34 -0.75 1.67
N 0.89 -0.80 2.11
N 1.75 -0.87 1.20
O 1.43 -0.95 -0.08
C 3.15 -0.85 1.53
C 4.02 -0.29 0.61
C 5.37 -0.22 0.94
C 5.82 -0.71 2.15
C 4.92 -1.26 3.06
C 3.58 -1.34 2.76
H 3.65 0.12 -0.31
H 6.06 0.23 0.24
H 6.87 -0.65 2.40
H 5.28 -1.64 4.01
H 2.87 -1.75 3.46
O 2.52 3.33 2.46
S 2.50 3.09 1.05
O 3.73 2.90 0.35
N 1.49 1.81 0.73
C 0.47 2.19 0.05
O -0.48 1.42 -0.36
C 0.40 3.65 -0.29
C -0.57 4.34 -1.00
C -0.40 5.71 -1.17
C 0.72 6.36 -0.64
C 1.69 5.66 0.07
C 1.50 4.30 0.23
H -1.43 3.83 -1.41
H -1.13 6.28 -1.72
H 0.83 7.42 -0.78
H 2.55 6.16 0.48
C 1.36 -2.10 -2.85
C 0.28 -1.20 -3.31
C 0.01 -0.89 -4.68
C -1.01 0.01 -4.68
C -1.36 0.25 -3.32
C -2.40 1.20 -2.88
N -0.58 -0.52 -2.49
H 1.93 -2.44 -3.71
H 0.98 -2.97 -2.33
H 2.03 -1.59 -2.16
H 0.55 -1.29 -5.52
H -1.47 0.50 -5.53
H -2.56 1.95 -3.65
H -2.13 1.67 -1.94
H -3.35 0.68 -2.72
N -3.38 -5.57 -3.36
C -2.64 -5.17 -2.58
C -1.72 -4.67 -1.60
C -0.93 -5.53 -0.83
C -0.06 -4.97 0.09
C 0.00 -3.60 0.21
N -0.75 -2.77 -0.53
C -1.60 -3.30 -1.41
H -1.01 -6.60 -0.96
H 0.56 -5.59 0.71
H 0.68 -3.13 0.91
H -2.21 -2.62 -1.99
C -2.94 -2.20 2.87
N -3.01 -0.74 2.87
C -2.96 0.05 3.99
C -2.99 1.34 3.57
N -3.06 1.30 2.19
C -3.14 2.47 1.32
C -3.06 0.03 1.78
Se -3.11 -0.57 -0.01
H -3.04 -2.55 3.89
H -1.97 -2.50 2.47
H -3.74 -2.61 2.26
H -2.90 -0.36 4.98
H -2.96 2.26 4.11
H -3.08 3.36 1.94
H -4.08 2.46 0.78
H -2.31 2.45 0.61

The calculation puts the gap between HOMO and LUMO (spin up / spin down) at 0.2867 / 0.2222 Eh. Its multiplicity is 4. Its total charge is +1. As for the expectation value of S²: 3.7726.

# 3
Computed, not measured: a structure of composition C30H30AsCl5N4O2RuSi2 in a non-equilibrium geometry, with ωB97M-V with the def2-TZVPD basis set.

Geometry (Å):
Ru 0.02 -0.85 -0.20
O -3.99 0.73 1.75
C -2.97 0.06 1.47
N -2.59 -0.51 0.35
C -3.40 -0.60 -0.75
C -4.78 -0.34 -0.81
C -5.49 -0.53 -1.98
C -4.85 -0.98 -3.14
C -3.49 -1.24 -3.11
C -2.77 -1.04 -1.94
N -1.40 -1.28 -1.83
C -0.65 -1.92 -2.68
O -0.75 -2.21 -3.87
C 0.49 -2.15 -1.74
C 2.57 -3.41 -2.10
C 1.06 -4.82 -0.49
C 0.12 -4.97 0.55
C -0.33 -3.83 1.04
N 0.20 -2.80 0.31
C -2.01 -0.23 2.62
C -2.48 -0.05 3.92
C -1.70 -0.48 4.98
C -0.49 -1.11 4.70
C -0.10 -1.23 3.38
N -0.83 -0.77 2.36
H -5.27 0.02 0.08
H -6.55 -0.32 -2.00
H -5.42 -1.14 -4.05
H -2.97 -1.60 -3.99
H 2.58 -3.24 -3.16
H 1.49 -5.58 -1.11
H -0.19 -5.94 0.90
H -1.21 -3.69 1.65
H -3.45 0.40 4.05
H -2.03 -0.36 6.00
H 0.15 -1.49 5.49
H 0.83 -1.72 3.11
Cl 1.36 -3.18 -0.79
C 2.59 -2.22 0.14
C 2.10 -1.19 0.89
C 3.05 -0.58 1.68
Cl 2.58 0.80 2.64
C 4.40 -1.01 1.78
Cl 5.49 -0.30 2.90
C 4.85 -2.02 0.94
Cl 6.45 -2.62 0.92
C 3.90 -2.49 0.04
Cl 4.18 -3.71 -1.44
C 2.17 3.97 1.18
Si 0.36 3.47 1.06
C -0.36 3.17 2.77
C -0.64 4.82 0.23
As -0.19 1.59 -0.21
Si 0.94 1.89 -2.26
C 1.46 3.68 -2.57
C 2.53 0.88 -2.29
C -0.17 1.40 -3.70
H 2.25 5.02 1.50
H 2.69 3.86 0.23
H 2.68 3.35 1.91
H -0.46 4.10 3.33
H 0.27 2.48 3.34
H -1.34 2.71 2.67
H -0.60 5.77 0.78
H -1.69 4.50 0.17
H -0.30 5.00 -0.79
H 1.91 4.15 -1.69
H 0.59 4.29 -2.85
H 2.18 3.73 -3.39
H 3.12 1.05 -1.38
H 3.14 1.14 -3.16
H 2.32 -0.19 -2.35
H -1.22 1.35 -3.41
H 0.10 0.41 -4.10
H -0.06 2.13 -4.51

The calculation puts the gap between HOMO and LUMO (spin up / spin down) at 0.1958 / 0.1864 Eh. Its multiplicity is 2. Its total charge is -1. As for the expectation value of S²: 0.7785.